(1)
DFT (wB97M-V/def2-TZVPD) results for a cluster of 10 separate species, H20O10 in total in a non-equilibrium geometry.

Values from the calculation:
**SMILES**: O.O.O.O.O.O.O.O.O.O
**Gap between HOMO and LUMO**: 10.500 eV
**Net charge**: 0
**Relative energy (zero: lowest compared OMol25 entry of this formula, charge and spin)**: 5.291 eV

Last column: natural (NBO) charge in e.
Atoms and positions in Å:
1 H -0.07 0.00 -0.46  0.486
2 H 0.46 -1.21 -1.06  0.433
3 H 4.11 0.68 -0.50  0.456
4 H 3.55 0.05 -1.63  0.459
5 H 0.19 0.58 2.64  0.489
6 H -0.49 1.81 1.80  0.486
7 H 3.16 -3.43 1.24  0.455
8 H 3.18 -3.10 2.61  0.457
9 H 1.71 -1.55 -2.38  0.471
10 H 2.13 -1.55 -0.94  0.454
11 H -2.15 -2.27 0.64  0.453
12 H -1.99 -1.64 -0.69  0.475
13 H -3.94 -2.16 -1.67  0.460
14 H -5.16 -2.88 -1.87  0.457
15 H -2.68 0.62 2.93  0.465
16 H -3.96 1.34 2.76  0.475
17 H -1.05 2.12 -1.56  0.468
18 H -0.77 3.42 -0.72  0.461
19 H 1.89 4.82 -0.59  0.469
20 H 1.33 3.77 0.36  0.454
21 O -0.34 -0.88 -0.61  -0.925
22 O 3.97 0.85 -1.45  -0.918
23 O 0.18 1.17 1.82  -0.974
24 O 3.60 -3.75 1.99  -0.911
25 O 2.44 -1.85 -1.79  -0.914
26 O -2.34 -1.44 0.24  -0.928
27 O -4.86 -1.98 -2.04  -0.919
28 O -3.01 1.46 2.67  -0.940
29 O -1.22 3.07 -1.56  -0.928
30 O 2.11 3.93 -0.19  -0.922

***

(2)
DFT (wB97M-V/def2-TZVPD) results for a cluster of 2 separate species, C10H13O3 in total in a non-equilibrium geometry.

Values from the calculation:
**Gap between HOMO and LUMO**: 7.461 eV
**Net charge**: -1
**Relative energy (zero: lowest compared OMol25 entry of this formula, charge and spin)**: 4.026 eV

Last column: natural (NBO) charge in e.
Atoms and positions in Å:
1 C 0.64 -2.22 -0.60  -0.504
2 C 1.59 -2.77 -1.64  -0.590
3 C -0.61 -1.86 -1.25  0.747
4 O -1.00 -0.68 -1.26  -0.769
5 O -1.17 -2.98 -1.63  -0.806
6 H 0.55 -2.87 0.34  0.203
7 H 1.03 -1.27 0.07  0.183
8 H 1.29 -3.50 -2.44  0.228
9 H 2.50 -3.20 -1.03  0.167
10 H 2.06 -2.02 -2.17  0.184
11 C 0.56 1.33 3.65  -0.625
12 C -0.94 1.98 1.72  -0.246
13 C 0.32 1.42 2.11  -0.056
14 C -1.25 1.85 0.40  -0.216
15 C 1.28 0.88 1.26  -0.247
16 C -0.25 1.40 -0.54  0.375
17 C 0.98 0.98 -0.12  -0.262
18 O -0.68 1.78 -1.79  -0.741
19 H -1.56 2.14 2.61  0.203
20 H -2.30 2.14 0.14  0.212
21 H 1.38 2.05 3.89  0.206
22 H 1.04 0.22 3.85  0.201
23 H 2.20 0.27 1.31  0.225
24 H 1.71 0.63 -0.86  0.211
25 H -0.70 1.05 -2.57  0.515
26 H -0.40 1.46 4.27  0.203

***

(3)
DFT (wB97M-V/def2-TZVPD) results for a structure of composition C27H35Cl3GeN6O6PReS2Te.

Values from the calculation:
**Gap between HOMO and LUMO (spin up / spin down)**: 6.841 / 6.141 eV
**Net charge**: +2
**Relative energy (zero: lowest compared OMol25 entry of this formula, charge and spin)**: 1.514 eV
**Spin multiplicity**: 3

Last column: Mulliken charge in e.
Atoms and positions in Å:
1 Re -0.30 1.06 -0.67  1.821
2 N 1.53 -0.08 -1.04  0.030
3 C 2.40 0.60 -1.97  0.202
4 C 3.39 0.00 -2.69  -0.404
5 C 4.23 0.78 -3.50  -0.959
6 C 4.09 2.14 -3.56  -0.916
7 C 3.07 2.78 -2.82  0.858
8 C 2.85 4.18 -2.83  -0.768
9 C 1.82 4.70 -2.11  -1.229
10 C 0.99 3.85 -1.37  -0.277
11 N 1.15 2.53 -1.33  0.908
12 C 2.20 1.99 -2.03  0.269
13 H 2.01 -0.04 -0.11  -0.160
14 H 1.38 -1.05 -1.31  0.280
15 H 3.54 -1.07 -2.62  0.503
16 H 5.01 0.30 -4.07  0.463
17 H 4.75 2.74 -4.17  0.500
18 H 3.50 4.81 -3.42  0.517
19 H 1.62 5.76 -2.09  0.544
20 H 0.17 4.26 -0.80  0.076
21 N -5.74 -5.48 0.14  -0.492
22 C -5.21 -4.24 0.00  0.955
23 C -4.82 -3.77 -1.27  -0.827
24 C -4.27 -2.52 -1.41  -0.625
25 C -4.07 -1.72 -0.29  -0.427
26 C -4.47 -2.16 0.97  -0.001
27 C -5.03 -3.40 1.11  -0.944
28 S -3.43 -0.13 -0.52  1.184
29 O -3.24 0.50 0.79  -0.558
30 O -4.19 0.59 -1.50  -0.667
31 N -1.88 -0.25 -1.14  0.283
32 C -1.77 -0.04 -2.51  0.126
33 N -2.43 -0.65 -3.46  -0.310
34 C -2.15 -0.26 -4.70  -0.404
35 C -1.20 0.70 -5.01  -1.022
36 C -0.52 1.28 -3.95  0.185
37 N -0.82 0.91 -2.70  -0.016
38 H -6.03 -6.00 -0.67  0.215
39 H -6.19 -5.73 1.01  0.217
40 H -4.97 -4.40 -2.14  0.357
41 H -3.99 -2.16 -2.40  0.497
42 H -4.34 -1.51 1.83  0.464
43 H -5.35 -3.74 2.09  0.368
44 H -2.71 -0.75 -5.49  0.484
45 H -1.00 0.99 -6.03  0.446
46 H 0.24 2.04 -4.08  0.501
47 O 2.85 0.93 1.18  -1.014
48 S 1.99 2.05 1.72  1.583
49 C 3.08 3.50 1.86  -0.977
50 C 3.33 3.78 3.34  -0.727
51 C 3.18 2.45 4.07  -0.743
52 C 1.91 1.84 3.51  -0.500
53 H 2.64 4.33 1.32  0.354
54 H 3.99 3.18 1.34  0.411
55 H 2.58 4.49 3.71  0.297
56 H 4.31 4.23 3.49  0.369
57 H 3.12 2.58 5.15  0.450
58 H 4.03 1.80 3.86  0.269
59 H 1.02 2.38 3.84  0.357
60 H 1.77 0.77 3.71  -0.008
61 Cl -2.09 1.92 3.37  -0.200
62 Ge -1.99 2.62 0.28  0.341
63 Cl -1.00 4.22 1.42  -0.282
64 Cl -3.91 3.46 0.11  -0.238
65 C -0.82 -4.43 1.30  -1.665
66 C -0.97 -3.09 0.63  0.545
67 O -1.43 -2.10 1.59  0.562
68 P -0.52 -0.98 2.20  -1.258
69 O -0.08 0.04 1.18  -0.114
70 Te -1.89 -0.27 4.10  0.106
71 O 0.71 -1.65 2.90  0.164
72 C 1.97 -2.10 2.30  0.656
73 C 2.92 -2.41 3.43  -1.501
74 H -0.52 -5.18 0.56  0.431
75 H -1.76 -4.74 1.74  0.360
76 H -0.06 -4.40 2.08  0.319
77 H -1.74 -3.10 -0.14  0.226
78 H -0.04 -2.74 0.17  -0.024
79 H 2.35 -1.29 1.68  -0.279
80 H 1.75 -2.98 1.71  0.402
81 H 3.12 -1.52 4.02  0.280
82 H 3.87 -2.76 3.01  0.397
83 H 2.52 -3.18 4.08  0.402

***

Question: What is the relative energy (zero: lowest compared OMol25 entry of this formula, charge and spin) in the third record?
Answer: 1.514 eV